(1)
Computed, not measured: a molecular structure, C35H26Cl2IrN5O2S at a distorted geometry, with wB97M-V/def2-TZVPD.

```
72
Properties=species:S:1:pos:R:3:forces:R:3
Ir -0.104370 0.046618 -0.106061 -0.04 -0.46 0.68
Cl -6.244103 3.352293 0.291629 -0.06 -0.01 -0.04
C -4.618192 2.837859 0.593058 0.10 0.07 0.20
C -4.088826 1.805419 -0.165096 0.13 -0.13 -0.15
C -2.784261 1.373625 0.044658 -0.02 0.52 0.05
N -2.138999 0.355557 -0.661308 0.09 -0.47 -0.52
C -2.835502 -0.812084 -0.856618 0.27 1.15 -0.19
O -3.859046 -0.951934 -1.494411 -0.30 -0.37 0.20
C -2.251541 -1.909645 -0.029236 0.03 -0.69 0.18
C -2.960134 -3.075164 0.213375 -0.12 0.10 -0.20
C -2.518419 -3.950029 1.186354 0.13 0.00 0.11
C -1.358780 -3.635992 1.880499 -0.16 -0.11 -0.09
C -0.679674 -2.477438 1.559623 0.26 0.06 0.11
N -1.113746 -1.626205 0.628212 -0.14 0.10 -0.12
C -2.004722 1.978278 1.056302 -0.50 -0.01 -0.03
C -2.544158 3.024233 1.798974 0.23 -0.22 0.10
C -3.842839 3.450605 1.568911 -0.12 -0.05 -0.18
Cl -4.475800 4.748895 2.524916 0.01 0.04 0.05
N -0.698589 1.480382 1.187821 0.49 0.31 0.39
C 0.295591 2.422928 1.415047 -0.85 -0.63 0.11
O 0.404229 3.131564 2.387724 0.16 0.39 -0.05
C 1.145066 2.573038 0.195505 0.56 0.29 -0.28
C 1.922507 3.699968 -0.013425 -0.08 -0.02 0.25
C 2.526660 3.889416 -1.240837 0.01 -0.09 -0.14
C 2.348218 2.924833 -2.224064 0.11 0.19 0.14
C 1.576738 1.816580 -1.941555 -0.05 -0.28 -0.22
N 0.974976 1.647168 -0.763865 -0.19 0.21 0.09
H -4.683176 1.348883 -0.943556 0.00 0.00 0.00
H -3.860903 -3.242194 -0.361567 -0.01 0.01 0.04
H -3.070715 -4.850713 1.419501 0.00 -0.01 -0.05
H -0.980862 -4.281661 2.660289 0.03 0.04 0.01
H 0.238378 -2.209447 2.063276 0.00 0.04 -0.02
H -1.957772 3.482073 2.582010 -0.02 0.02 0.00
H 2.010897 4.403176 0.803483 0.01 0.02 -0.03
H 3.119445 4.772220 -1.439473 0.01 -0.01 0.03
H 2.804280 3.031818 -3.197818 -0.04 -0.05 -0.02
H 1.423276 1.036585 -2.676357 -0.05 0.00 0.03
C -3.218446 -0.206292 -4.708982 0.04 -0.05 -0.01
C -2.415026 -1.256979 -5.478536 -0.05 0.04 -0.03
C -3.317284 -2.479525 -5.708348 0.04 0.03 0.04
C -1.994408 -0.652530 -6.825974 0.01 -0.03 0.04
C -1.171776 -1.704575 -4.713476 0.00 0.02 0.05
C -0.310655 -2.658224 -5.289658 0.08 -0.03 0.00
C 0.825297 -3.111731 -4.650135 -0.04 -0.01 -0.06
C 1.110480 -2.607079 -3.387652 0.08 0.04 0.16
S 2.457440 -2.941209 -2.336131 -0.02 0.06 0.01
C 1.820950 -1.825273 -1.178885 -0.08 -0.10 -0.30
N 0.688806 -1.265337 -1.535174 0.15 -0.15 0.27
C 0.266785 -1.672768 -2.789056 -0.10 -0.05 -0.26
C -0.868435 -1.210760 -3.456822 -0.04 0.08 0.11
C 2.402770 -1.462925 0.092934 0.27 0.12 0.51
C 3.611793 -1.970912 0.572731 -0.16 -0.07 -0.19
C 4.073708 -1.563846 1.809532 0.09 -0.04 0.06
C 3.325920 -0.661873 2.560445 -0.13 0.04 -0.02
C 2.121935 -0.154291 2.078993 0.16 -0.03 0.09
C 1.638906 -0.529462 0.828383 -0.17 0.15 -0.78
H -4.110371 0.050688 -5.283125 0.01 0.02 -0.01
H -2.640884 0.709853 -4.563580 -0.01 0.00 0.02
H -3.544373 -0.570805 -3.733887 0.00 0.04 -0.04
H -4.220781 -2.183157 -6.244990 0.02 0.00 0.00
H -3.614076 -2.909948 -4.749702 -0.02 -0.01 -0.03
H -2.814154 -3.253824 -6.290114 -0.01 0.01 0.00
H -2.878350 -0.333067 -7.381634 0.01 -0.01 0.00
H -1.445260 -1.365213 -7.443541 -0.02 0.01 -0.01
H -1.357853 0.220343 -6.666263 0.00 -0.01 -0.03
H -0.532918 -3.049156 -6.274312 -0.02 0.00 0.02
H 1.476513 -3.837880 -5.119035 -0.02 0.01 -0.02
H -1.482297 -0.465756 -2.965051 0.02 -0.03 -0.08
H 4.178389 -2.675998 -0.027729 0.04 0.00 0.08
H 5.009169 -1.948238 2.194865 -0.01 0.01 -0.01
H 3.684443 -0.345065 3.532824 0.01 -0.02 -0.01
H 1.559728 0.537935 2.696168 0.01 0.01 -0.02
```
Forces are in eV/Å.

Its multiplicity is 1. The value obtained for the energy above the lowest of the compared OMol25 structures with the same formula, charge and spin is 0.000 eV. The electronic energy comes out at -3196.65638 Eh. As for the LUMO energy: -0.0205 hartree. Its max |F| is 1.200 eV/A.



(2)
Computed, not measured: a gas-phase ion, C10H19FNO2 (charge +1) at a distorted geometry, with wB97M-V/def2-TZVPD.

```
33
Properties=species:S:1:pos:R:3:forces:R:3
C 3.208443 -2.728389 0.484740 -0.20 0.22 -0.97
C 2.450227 -1.660915 1.226634 0.92 -0.14 -3.04
O 2.196186 -1.768886 2.338769 -1.01 -0.20 4.65
O 2.002796 -0.506870 0.571167 0.09 -0.22 -0.77
C 1.032678 -0.748979 -0.420016 -0.24 0.47 -0.27
C -0.359273 -0.227544 0.031161 1.17 0.23 -0.48
N -1.366187 -1.173232 -0.564793 0.31 0.26 0.72
C -2.773853 -0.923879 -0.091451 -0.70 0.15 -0.41
C -2.952975 0.417001 0.617563 0.30 -0.14 0.02
C -2.106588 1.580876 0.062254 0.38 -0.24 0.40
C -0.678979 1.174541 -0.477357 -1.40 0.39 0.65
C 0.297000 2.253445 0.009587 -0.19 -0.02 -0.80
C 1.642319 2.318559 -0.713220 0.33 -0.69 1.40
F 2.028070 3.628052 -0.796905 0.03 0.48 -0.47
H 3.476933 -3.520763 1.169217 0.03 0.05 0.22
H 4.092758 -2.364625 -0.036300 -0.03 0.18 0.07
H 2.555933 -3.162652 -0.277791 0.11 -0.04 -0.06
H 0.985668 -1.810937 -0.686454 -0.02 -0.03 0.11
H 1.289983 -0.213634 -1.338947 0.21 -0.13 0.04
H -0.398970 -0.234529 1.120385 -0.22 -0.36 0.01
H -1.084158 -2.120873 -0.312064 -0.11 -0.02 -0.23
H -1.264063 -1.063391 -1.575878 -0.28 -0.20 0.02
H -3.051438 -1.757723 0.545800 0.05 -0.01 0.11
H -3.411664 -0.976075 -0.970826 0.03 -0.02 -0.09
H -4.019476 0.626373 0.581761 -0.03 0.18 -0.07
H -2.731278 0.298243 1.676899 0.11 -0.11 0.02
H -2.650529 2.187251 -0.657794 0.05 -0.14 -0.22
H -1.908759 2.235966 0.909726 -0.20 0.11 0.01
H -0.761098 1.188530 -1.571557 0.43 -0.22 -0.04
H 0.397071 2.188708 1.093426 0.23 -0.11 0.02
H -0.188041 3.215466 -0.171105 -0.02 0.00 -0.11
H 1.656591 1.822128 -1.684320 -0.21 0.44 -0.28
H 2.394673 1.828756 -0.092313 0.09 -0.13 -0.16
```
Forces are in eV/Å.

The structure (SMILES) is CC(=O)OC[C@@H]1[NH2+]CCC[C@H]1CCF. As for the net charge: +1. Its multiplicity is 1. The value obtained for the energy above the lowest of the compared OMol25 structures with the same formula, charge and spin is 0.000 eV. The electronic energy comes out at -697.26699 Eh. As for the LUMO energy: -0.1253 hartree. Its max |F| is 4.767 eV/A.



(3)
Computed, not measured: a gas-phase ion, C4H3O2S (charge -1) at a distorted geometry, with wB97M-V/def2-TZVPD.

```
10
Properties=species:S:1:pos:R:3:forces:R:3
O -3.036431 0.940520 -0.121942 1.93 -1.99 0.52
C -2.212645 0.065307 -0.024393 -3.03 2.91 -0.81
C -1.342099 -0.872825 -0.103913 4.72 1.76 0.69
C 0.258127 -0.642579 0.023814 -0.31 1.19 -0.97
C 1.265174 0.343180 -0.016436 -3.11 -0.21 0.49
O 1.045035 1.745420 0.147581 -2.44 -2.42 -0.78
S 2.900505 -0.096064 -0.112615 0.96 0.02 -0.03
H -1.577212 -1.877388 -0.017836 -0.74 -1.60 0.04
H 0.806024 -1.519217 -0.239622 -0.46 -1.03 0.07
H 1.893521 1.913648 0.465363 2.48 1.38 0.78
```
Forces are in eV/Å.

The structure (SMILES) is O=C=C/C=C(\O)[S-]. As for the net charge: -1. Its multiplicity is 1. The value obtained for the energy above the lowest of the compared OMol25 structures with the same formula, charge and spin is 1.485 eV. The electronic energy comes out at -702.85606 Eh. As for the LUMO energy: 0.1339 hartree. Its max |F| is 5.085 eV/A.